1.
ORCA calculation (ωB97M-V with the def2-TZVPD basis set) on 2 unconnected molecules or ions with the total composition C5H13NS at a distorted geometry.

```
20
Properties=species:S:1:pos:R:3:forces:R:3:nbo_charge:R:1
C 2.656 0.664 0.548 0.774 -0.299 -0.762 -0.385
C 1.682 1.204 -0.168 -0.230 0.219 1.189 -0.182
C 1.601 1.282 -1.650 0.321 0.283 -0.336 -0.259
N 0.481 0.479 -2.140 -0.099 -0.108 0.016 -0.833
H 2.732 0.634 1.625 -0.414 0.160 0.089 0.202
H 3.508 0.217 0.035 -0.062 0.002 0.017 0.181
H 0.870 1.648 0.408 -0.156 0.008 -0.274 0.198
H 1.524 2.338 -1.947 -0.078 0.036 0.106 0.172
H 2.549 0.945 -2.077 -0.141 -0.299 -0.053 0.189
H 0.362 0.563 -3.141 0.162 0.058 -0.057 0.357
H -0.376 0.831 -1.731 -0.101 -0.076 0.089 0.356
C -3.008 -0.740 1.837 -0.349 -0.031 0.604 -0.759
S -1.583 -0.085 1.006 0.501 0.393 -0.310 0.182
C -0.886 -1.625 0.387 0.148 -0.137 0.640 -0.749
H -2.691 -1.397 2.648 -0.087 -0.218 -0.154 0.212
H -3.707 -1.237 1.167 0.073 -0.124 -0.035 0.212
H -3.533 0.082 2.320 -0.002 0.150 -0.132 0.231
H 0.106 -1.446 -0.015 -0.138 0.274 -0.418 0.252
H -0.716 -2.303 1.229 -0.319 -0.080 -0.077 0.208
H -1.570 -2.051 -0.340 0.196 -0.209 -0.141 0.212
```
Positions in Å, forces in eV/Å.

Properties
Total energy = -651.20416 a.u.
Relative energy (zero: lowest compared OMol25 entry of this formula, charge and spin) = 104.51 kJ/mol
SMILES = C=CCN.CSC
Lowest unoccupied orbital energy = 0.99 eV
Frontier orbital gap = 9.4 eV

2.
ORCA calculation (ωB97M-V with the def2-TZVPD basis set) on 2 unconnected molecules or ions with the total composition C3H10O3 at a distorted geometry.

```
16
Properties=species:S:1:pos:R:3:forces:R:3:nbo_charge:R:1
C 2.413 0.476 0.142 -0.188 0.122 -0.219 -0.247
O 1.091 -0.023 0.262 -0.398 -0.053 0.778 -0.539
C 0.086 0.989 0.176 0.818 -0.013 -0.738 -0.081
C -1.338 0.394 0.146 1.290 1.229 0.408 -0.095
O -1.416 -0.475 -0.976 -0.786 1.100 -0.567 -0.734
H 2.594 1.332 0.814 -0.069 -0.192 -0.102 0.163
H 2.584 0.803 -0.897 0.095 0.025 0.210 0.163
H 3.137 -0.320 0.385 -0.553 0.223 -0.079 0.202
H 0.281 1.464 -0.804 -0.393 0.336 0.202 0.151
H 0.230 1.760 0.958 -0.219 -0.320 -0.088 0.172
H -2.049 1.239 0.068 0.216 -0.390 0.008 0.175
H -1.527 -0.117 1.110 -0.030 -0.262 -0.851 0.210
H -1.541 0.047 -1.795 0.148 -0.519 0.805 0.496
O -1.155 -2.681 0.215 -1.199 -0.431 0.449 -0.967
H -1.353 -1.815 -0.209 0.251 -1.229 -0.012 0.481
H -2.037 -3.072 0.406 1.018 0.373 -0.204 0.452
```
Positions in Å, forces in eV/Å.

Properties
Total energy = -345.97045 a.u.
Relative energy (zero: lowest compared OMol25 entry of this formula, charge and spin) = 115.53 kJ/mol
SMILES = COCCO.O
Lowest unoccupied orbital energy = 0.61 eV
Frontier orbital gap = 10.5 eV

3.
ORCA calculation (ωB97M-V with the def2-TZVPD basis set) on 2 unconnected molecules or ions with the total composition CH4N2O2 at a distorted geometry.

```
9
Properties=species:S:1:pos:R:3:forces:R:3:nbo_charge:R:1
H -0.778 -1.627 0.084 -0.191 1.612 -1.385 0.365
N -0.356 -0.702 -0.237 -0.067 -4.082 1.755 -0.449
N -1.083 0.168 -0.696 -0.531 0.652 -0.370 0.212
O -2.235 0.112 -1.110 -0.470 0.159 0.029 -0.432
H -0.555 1.077 -0.679 -0.277 -0.089 -0.484 0.384
C 1.292 0.292 0.637 -0.890 -5.832 4.642 0.323
O 1.163 1.144 -0.120 1.099 5.594 -3.374 -0.611
H 0.606 0.190 1.594 1.469 0.546 -0.821 0.091
H 1.946 -0.654 0.528 -0.142 1.439 0.007 0.116
```
Positions in Å, forces in eV/Å.

Properties
Total energy = -300.33098 a.u.
Relative energy (zero: lowest compared OMol25 entry of this formula, charge and spin) = 411.35 kJ/mol
SMILES = [H]/N=[NH+]\[O-].C=O
Lowest unoccupied orbital energy = 0.49 eV
Frontier orbital gap = 10.4 eV

4.
ORCA calculation (ωB97M-V with the def2-TZVPD basis set) on 2 unconnected molecules or ions with the total composition C4H12 at a distorted geometry.

```
16
Properties=species:S:1:pos:R:3:forces:R:3:mulliken_spin:R:1
C -1.201 0.867 -1.053 0.957 1.135 0.780 0.021
C 0.250 0.932 -1.467 -1.159 -0.350 -0.215 0.161
H -1.780 1.510 -1.724 -0.253 -0.326 -0.371 0.053
H -1.607 -0.137 -1.017 -0.374 -0.111 -0.328 0.026
H -1.310 1.375 -0.093 -0.189 -0.387 0.156 -0.001
H 0.739 -0.090 -1.224 0.226 -0.112 0.170 0.098
H 0.815 1.710 -0.961 0.267 -0.151 -0.087 0.007
H 0.341 0.921 -2.557 0.417 -0.073 0.007 0.029
C 0.596 -0.368 1.755 -0.592 0.930 0.135 0.062
C 0.243 -1.448 0.820 0.526 -0.106 1.259 0.171
H 0.968 -0.667 2.741 -0.068 -0.370 -0.039 0.042
H 1.487 0.175 1.389 0.260 0.068 -0.090 0.095
H -0.180 0.390 1.875 0.100 -0.045 -0.037 0.001
H 0.679 -2.372 1.226 -0.020 -0.182 -0.839 0.032
H 0.759 -1.309 -0.217 -0.003 0.053 -0.317 0.166
H -0.801 -1.488 0.506 -0.095 0.027 -0.185 0.037
```
Positions in Å, forces in eV/Å.

Properties
Total energy = -159.15980 a.u.
Relative energy (zero: lowest compared OMol25 entry of this formula, charge and spin) = 26.36 kJ/mol
Net charge = +1
Spin multiplicity = 2
Lowest unoccupied orbital energy (spin up / spin down) = -3.02 / -10.86 eV
Expectation value of S² = 0.7543
Frontier orbital gap (spin up / spin down) = 14.0 / 5.6 eV

Q: What is the total energy in the first record?
A: -651.20416 a.u.

Q: What is the relative energy (zero: lowest compared OMol25 entry of this formula, charge and spin) in the second record?
A: 115.53 kJ/mol

Q: Which formula does entry 4 have?
A: C4H12